{
  "formula": "C4H6F12LiN2O11S4",
  "method": "wB97M-V/def2-TZVPD",
  "e_lumo_ev": 2.009,
  "e_above_lowest_kj_mol": 0.0,
  "spin_multiplicity": 1,
  "orbital_gap_ev": 9.46,
  "total_energy_ha": -3892.02525,
  "charge": -1,
  "largest_force_ev_per_a": 1.79,
  "symbols": ["Li", "C", "F", "F", "F", "S", "O", "O", "N", "S", "O", "O", "C", "F", "F", "F", "C", "F", "F", "F", "S", "O", "O", "N", "S", "O", "O", "C", "F", "F", "F", "O", "H", "H", "O", "H", "H", "O", "H", "H"],
  "xyz": [[-1.21918, -0.06609, 0.11089], [-2.73172, 2.16848, -2.26111], [-3.81423, 2.67639, -2.84316], [-1.64990, 2.52923, -2.95449], [-2.62782, 2.66780, -1.02421], [-2.89057, 0.33504, -2.20309], [-3.73838, 0.05742, -1.07730], [-3.35127, -0.00190, -3.48723], [-1.33066, -0.06309, -1.85595], [-0.87004, -1.35194, -2.71662], [0.28371, -1.94455, -2.12377], [-1.92091, -2.28749, -3.00178], [-0.32728, -0.72936, -4.37552], [0.64584, -1.53293, -4.80376], [-1.31494, -0.75029, -5.26643], [0.14508, 0.51620, -4.27249], [3.48654, 0.72871, 4.37207], [2.86560, 1.72744, 5.01400], [4.79037, 0.77016, 4.69514], [2.99647, -0.43454, 4.79252], [3.33395, 0.99017, 2.51101], [2.39301, 2.05340, 2.31052], [4.67442, 1.26364, 2.09007], [2.90972, -0.46794, 1.93545], [1.32689, -0.58676, 2.01731], [0.77390, -0.01588, 3.23004], [0.66815, -0.25570, 0.77844], [0.99731, -2.37707, 2.29961], [1.85647, -2.85747, 3.20798], [-0.23457, -2.52634, 2.77198], [1.13745, -3.09948, 1.19015], [-1.50028, 1.37219, 1.33306], [-1.92304, 1.47594, 2.18877], [-1.16976, 2.24495, 1.10098], [1.48498, 1.48821, -1.66764], [0.59499, 1.11658, -1.64249], [1.45652, 2.26179, -1.09846], [-1.89995, -2.03655, 0.35205], [-1.48547, -2.77870, -0.10203], [-2.82143, -2.27966, 0.47549]],
  "atomic_forces_ev_per_a": [[0.4, -0.7, 0.6], [0.3, 0.0, 0.0], [0.0, 0.1, 0.1], [-0.3, 0.1, 0.1], [0.0, 0.2, 0.0], [0.5, 0.3, 1.6], [0.2, 0.2, 0.2], [-0.3, -0.3, -1.6], [-1.2, -0.1, -1.3], [0.0, -1.6, 0.4], [0.6, 0.7, 0.3], [-0.4, 0.4, -0.1], [0.1, 0.3, 0.0], [0.0, 0.1, -0.1], [0.2, 0.0, 0.1], [-0.1, -0.2, -0.2], [0.1, 0.2, -0.1], [0.1, -0.3, 0.0], [-0.3, 0.0, 0.1], [0.1, 0.2, 0.0], [1.1, -0.2, -0.9], [-0.4, -0.1, 0.2], [0.2, -0.3, 0.2], [-0.8, 0.8, 0.4], [-0.4, 0.7, 0.9], [-0.2, -0.3, -0.4], [-0.2, -0.5, -0.3], [0.9, -0.3, 0.0], [-0.2, 0.0, 0.0], [-0.1, 0.0, -0.1], [-0.2, 0.0, -0.1], [-0.4, 0.3, -0.1], [0.1, -0.2, 0.1], [0.1, 0.0, 0.0], [0.0, 0.2, -0.2], [0.1, 0.0, 0.0], [0.1, -0.1, 0.1], [0.0, 0.1, 0.2], [0.1, 0.1, -0.1], [-0.1, 0.1, -0.1]]
}